ORCA calculation (the ωB97M-V functional and the def2-TZVPD basis) on a structure of composition C29H37N7O4P2PdS.

Computed properties:
LUMO: -6.1 eV
Gap between HOMO and LUMO: 6.807 eV
F_max: 0.5 eV Å⁻¹
Energy above the lowest of the compared OMol25 structures with the same formula, charge and spin: 4.8 kcal per mole
Total charge: +2
HOMO energy: -0.473 hartree

Each line ends with the Mulliken charge.
Geometry (Å):
Pd -0.543 0.046 -0.377  0.26
C -1.529 -0.033 -3.537  -1.72
P -1.478 -1.068 -2.065  1.68
C -0.663 -2.576 -2.585  0.53
C -1.326 -3.800 -2.554  -0.22
C -0.673 -4.942 -3.001  -0.80
C 0.629 -4.862 -3.472  -0.59
C 1.291 -3.638 -3.505  -0.81
C 0.646 -2.496 -3.063  -0.39
C -3.151 -1.461 -1.544  0.28
C -3.370 -1.858 -0.226  -0.25
C -4.655 -2.125 0.216  -0.89
C -5.728 -1.987 -0.655  -0.57
C -5.516 -1.590 -1.966  -0.71
C -4.230 -1.325 -2.415  -0.49
H -2.001 -0.589 -4.348  0.53
H -0.509 0.210 -3.835  0.47
H -2.074 0.882 -3.327  0.48
H -2.344 -3.865 -2.191  0.52
H -1.191 -5.893 -2.993  0.47
H 1.128 -5.753 -3.830  0.44
H 2.301 -3.578 -3.887  0.47
H 1.163 -1.542 -3.086  0.45
H -2.538 -1.940 0.466  0.39
H -4.822 -2.427 1.241  0.44
H -6.734 -2.181 -0.307  0.43
H -6.352 -1.482 -2.643  0.44
H -4.082 -1.015 -3.441  0.40
N 1.308 -0.982 3.350  -0.10
C 1.913 0.249 2.745  -0.69
P 0.476 1.393 2.554  1.15
O -0.467 0.931 3.626  -1.04
O 0.101 1.456 1.102  -0.25
C 1.033 3.051 3.127  -1.03
N -0.100 3.661 3.887  -0.06
H 0.481 -0.651 3.892  0.46
H 1.953 -1.495 3.944  0.44
H 0.940 -1.569 2.573  -0.08
H 2.350 -0.003 1.784  -0.17
H 2.690 0.636 3.400  0.69
H 1.332 3.719 2.324  0.34
H 1.864 2.921 3.820  0.48
H -0.803 4.082 3.215  0.27
H 0.213 4.406 4.507  0.41
H -0.568 2.922 4.427  0.40
N 5.518 3.565 0.029  -0.32
C 4.646 2.700 0.564  0.05
O 4.561 2.439 1.754  -0.61
C 3.668 2.022 -0.356  0.61
C 3.694 0.635 -0.459  -0.93
C 2.607 0.002 -1.027  -0.21
N 1.527 0.661 -1.463  -0.03
C 1.568 1.994 -1.469  -0.62
C 2.624 2.719 -0.941  -0.45
H 6.170 4.038 0.634  0.29
H 5.567 3.726 -0.962  0.21
H 4.515 0.064 -0.045  0.49
H 2.562 -1.080 -1.086  0.35
H 0.692 2.503 -1.854  0.59
H 2.579 3.801 -0.917  0.53
O 0.429 -1.820 0.877  -0.31
S 0.416 -3.272 0.354  1.03
C -0.635 -4.207 1.501  -0.84
C 0.206 -5.371 2.017  -0.84
C 1.605 -4.803 2.239  -0.40
C 1.941 -4.055 0.952  -0.92
H -1.547 -4.496 0.982  0.46
H -0.883 -3.492 2.289  0.35
H 0.242 -6.168 1.270  0.34
H -0.231 -5.793 2.920  0.39
H 2.341 -5.578 2.444  0.40
H 1.602 -4.121 3.094  0.15
H 2.259 -4.735 0.161  0.48
H 2.683 -3.260 1.036  0.31
N -1.990 1.433 -0.893  -0.66
C -1.867 2.586 -0.755  0.39
C -1.661 3.931 -0.586  -0.11
C -1.665 4.391 0.743  0.36
N -1.656 4.680 1.861  -0.73
C -1.258 4.736 -1.684  0.16
N -0.917 5.339 -2.603  -0.45